No. 1
C12H16N2O5S in the gas phase in a non-equilibrium geometry, computed with ωB97M-V with the def2-TZVPD basis set.

Atoms and positions in Å:
1 O 2.494318 1.829617 0.175595
2 O 0.455183 -3.333388 -0.319625
3 O -2.012888 -3.212225 -0.845031
4 O -0.863731 -5.382501 -0.860781
5 O -0.655944 3.180274 3.707899
6 C 1.468690 1.342588 0.413391
7 C -1.059519 -0.504162 -1.485755
8 C 1.246291 -1.247055 -2.186403
9 C -0.222248 -1.297352 -2.300208
10 C -0.331733 0.418269 -0.713823
11 C 1.788193 -0.309756 -1.304292
12 N 0.732978 1.908181 1.499714
13 N 0.969205 0.423085 -0.528667
14 C -0.353944 3.973392 2.552421
15 C -1.063346 1.837462 3.366708
16 C -0.683782 -2.308825 -3.307126
17 C 0.928502 3.309066 1.864710
18 C 0.041075 1.078012 2.538662
19 C -0.473090 -3.717716 -2.753052
20 S -0.710620 -3.969048 -0.987064
21 H -2.160498 -0.602389 -1.470035
22 H 1.958484 -1.854680 -2.707683
23 H -0.898227 1.168507 -0.166491
24 H 2.852478 -0.236367 -1.231127
25 H 0.016980 4.881424 2.950866
26 H -1.303997 4.177371 1.984342
27 H -1.212830 1.293617 4.243005
28 H -1.894272 1.735994 2.720207
29 H -1.723100 -1.993971 -3.491857
30 H -0.250987 -2.253422 -4.313707
31 H 1.278743 3.866426 0.997781
32 H 1.699558 3.327095 2.586187
33 H 0.852893 0.817189 3.201758
34 H -0.403718 0.177969 2.241766
35 H -1.118918 -4.412288 -3.228908
36 H 0.613817 -4.110394 -2.843379

Forces on the atoms, in the same order (eV/Å):
O 4.5 1.5 -1.3
O -1.2 -0.6 -0.6
O 1.9 -0.6 0.6
O 0.4 -1.0 0.5
O -0.8 -0.9 -0.5
C -2.0 2.6 3.2
C 2.2 0.2 -0.5
C -1.9 2.8 2.0
C 2.6 -0.8 -0.7
C -4.1 -1.0 0.1
C -0.2 -2.4 -1.5
N -2.5 -2.5 -1.7
N -0.8 -0.5 -0.1
C 0.5 -2.0 -0.2
C 2.9 1.0 -2.1
C -1.3 0.6 0.3
C -1.5 0.1 -0.6
C 1.2 2.2 1.4
C 2.6 -0.7 0.4
S -2.2 2.8 -0.3
H 0.9 0.2 -0.1
H -0.3 -0.3 -0.5
H 0.4 -0.2 0.2
H 0.3 0.4 0.6
H 0.2 1.1 0.3
H 1.1 -0.5 -0.1
H -0.3 -0.7 1.5
H -1.6 0.8 -0.4
H -0.1 -1.0 0.2
H 0.6 0.4 0.5
H -0.1 0.0 -0.1
H 0.9 0.4 1.1
H 0.2 -0.3 0.6
H -0.5 -1.3 -1.2
H -0.5 -0.6 -0.5
H -1.6 0.8 -0.5

Its LUMO energy is -1.4 eV. The HOMO energy is -8.417 eV. The energy above the lowest of the compared OMol25 structures with the same formula, charge and spin is 281.91 kJ/mol. As for the total charge: 0. As for the frontier orbital gap: 6.975 eV.

No. 2
A molecular structure, H8NaO4, computed with ωB97M-V with the def2-TZVPD basis set.

Atoms and positions in Å:
1 Na 16.251110 -13.769800 -25.671700
2 O 15.018000 -13.879790 -28.699690
3 H 15.219080 -14.610080 -29.284900
4 H 14.556780 -13.249120 -29.252650
5 O 13.040000 -14.426610 -24.459450
6 H 12.546160 -13.972780 -23.776530
7 H 12.422780 -14.510760 -25.186230
8 O 16.575870 -16.938100 -26.449830
9 H 16.252670 -17.275400 -25.614370
10 H 16.344870 -17.613990 -27.087040
11 O 18.839230 -14.255500 -24.042410
12 H 19.671700 -14.653690 -24.296750
13 H 18.586660 -14.717310 -23.242930

Forces on the atoms, in the same order (eV/Å):
Na 0.0 -0.3 -0.2
O 0.2 0.0 0.6
H 0.1 -0.2 -0.1
H -0.1 0.2 -0.1
O 0.6 0.0 -0.2
H -0.1 0.1 0.3
H -0.2 -0.1 -0.2
O 0.0 0.6 0.2
H -0.1 -0.2 0.2
H 0.0 -0.2 -0.3
O -0.7 0.2 -0.3
H 0.3 -0.1 -0.2
H 0.0 -0.1 0.3

Its LUMO energy is -4.0 eV. The HOMO energy is -15.204 eV. The energy above the lowest of the compared OMol25 structures with the same formula, charge and spin is 119.97 kJ/mol. As for the total charge: +1. As for the frontier orbital gap: 11.251 eV.

No. 3
A molecular structure, C10H15CaClN5O4 in a non-equilibrium geometry, computed with ωB97M-V with the def2-TZVPD basis set.

Atoms and positions in Å:
1 Ca -6.928870 -6.543400 -7.188490
2 Cl -7.589790 -9.117820 -6.559940
3 O -6.952250 -9.383410 -5.320270
4 O -6.747850 -8.384830 -7.417880
5 O -8.074410 -10.358250 -7.216970
6 O -8.780600 -8.328940 -6.322330
7 C -10.985860 -7.457680 -6.533140
8 C -10.791980 -6.179760 -7.183880
9 N -10.726870 -5.111280 -7.670630
10 H -11.815980 -7.919910 -7.067290
11 H -11.452100 -7.366410 -5.552120
12 H -10.060100 -8.031530 -6.574950
13 C -8.707930 -11.197680 -4.941570
14 C -9.084250 -12.301860 -4.085900
15 N -9.447400 -13.281390 -3.479990
16 H -7.892820 -11.188300 -5.665180
17 H -8.570580 -10.348900 -4.271650
18 H -9.654260 -10.995620 -5.443300
19 C -8.802370 -12.221240 -8.238680
20 C -9.943650 -12.959190 -7.661580
21 N -10.764540 -13.535260 -7.044690
22 H -8.122460 -13.017660 -8.541230
23 H -8.226750 -11.551800 -7.599450
24 H -9.117080 -11.758450 -9.174030
25 C -5.617950 -9.114530 -3.177510
26 C -5.645370 -8.002170 -2.255550
27 N -5.720470 -7.126920 -1.517130
28 H -5.931690 -8.793280 -4.170720
29 H -6.247870 -9.924530 -2.809800
30 H -4.575870 -9.375020 -3.362780
31 C -5.364640 -10.962970 -6.596590
32 C -4.823210 -11.951290 -7.450700
33 N -4.474540 -12.782690 -8.128090
34 H -4.588600 -10.517410 -5.974220
35 H -6.064230 -11.427070 -5.901390
36 H -5.860950 -10.115340 -7.069140

Forces on the atoms, in the same order (eV/Å):
Ca -1.2 6.1 0.5
Cl -5.5 -6.5 3.3
O -0.1 1.4 -1.8
O 3.7 -1.5 -3.7
O 2.4 7.6 0.6
O 4.3 1.3 0.3
C -2.2 0.2 -0.5
C -0.1 2.9 -0.6
N 0.6 -2.6 1.0
H 0.2 -0.4 -0.4
H 0.6 0.4 0.3
H -3.3 0.5 -0.2
C -1.6 0.3 1.5
C -1.2 -6.2 2.8
N 1.9 5.3 -3.0
H -0.7 -1.9 1.6
H 0.0 -0.1 0.1
H 0.1 0.1 -0.5
C -0.8 -3.1 -1.5
C -1.6 -0.8 2.3
N 2.1 1.6 -1.9
H 0.3 -0.1 -0.2
H -1.3 -3.6 -1.1
H 0.0 0.4 0.1
C 0.9 0.5 -0.3
C -0.2 0.3 0.4
N 0.1 0.1 -0.1
H 0.3 0.2 1.4
H 0.3 -0.1 -0.2
H 0.0 -0.6 0.5
C 0.1 0.9 1.4
C -0.5 0.9 0.3
N 0.9 -1.8 -1.6
H 0.2 -0.1 0.1
H 0.2 -0.1 -0.1
H 1.3 -1.5 -0.6

Its LUMO energy is -7.0 eV. The HOMO energy is -13.334 eV. The energy above the lowest of the compared OMol25 structures with the same formula, charge and spin is 1358.30 kJ/mol. As for the total charge: +1. As for the frontier orbital gap: 6.301 eV.

No. 4
A molecular structure, C30H33MnN6O4S2 in a non-equilibrium geometry, computed with ωB97M-V with the def2-TZVPD basis set.

Atoms and positions in Å:
1 Mn -0.141231 0.595264 -1.042715
2 C 0.422023 3.300839 -0.104938
3 N 1.230815 2.092808 -0.441231
4 C 2.033306 1.810699 0.781315
5 C 2.744983 0.475107 0.833979
6 C 1.796513 -0.696545 0.972804
7 N 0.869895 -0.898849 -0.160227
8 C 0.698168 -2.119894 -0.526404
9 C -0.182033 -2.612295 -1.548765
10 C -0.057378 -3.955572 -1.946106
11 C -0.905245 -4.491338 -2.882995
12 C -1.929183 -3.695517 -3.416194
13 C -2.092934 -2.388093 -3.021884
14 C -1.212291 -1.822983 -2.088556
15 O -1.408414 -0.576691 -1.704727
16 C 2.098157 2.507544 -1.587478
17 C 3.064269 1.488789 -2.195431
18 C 2.477554 0.094354 -2.459932
19 N 1.033000 0.208271 -2.636559
20 C 0.568557 0.139353 -3.836558
21 C -0.720331 0.613041 -4.230369
22 C -1.259784 0.283394 -5.484538
23 C -2.428897 0.862937 -5.908730
24 C -3.048995 1.823401 -5.095130
25 C -2.517011 2.191425 -3.880183
26 C -1.349985 1.570907 -3.411744
27 O -0.831162 1.923711 -2.251725
28 H 1.091363 4.105162 0.209268
29 H -0.255581 3.062212 0.710767
30 H -0.142193 3.617514 -0.975769
31 H 1.342758 1.863061 1.624945
32 H 2.753839 2.627994 0.889558
33 H 3.347895 0.484212 1.744846
34 H 3.446550 0.346947 0.014283
35 H 1.177665 -0.548805 1.855169
36 H 2.362885 -1.618552 1.117389
37 H 1.280032 -2.882327 -0.008746
38 H 0.717922 -4.565211 -1.497885
39 H -0.797952 -5.520535 -3.194125
40 H -2.610769 -4.120622 -4.141496
41 H -2.889174 -1.767970 -3.412028
42 H 2.675537 3.378795 -1.263646
43 H 1.408423 2.842400 -2.360041
44 H 3.976539 1.396906 -1.607437
45 H 3.364405 1.929633 -3.148597
46 H 2.686472 -0.582702 -1.638848
47 H 2.926815 -0.332821 -3.358135
48 H 1.232690 -0.232663 -4.617737
49 H -0.744986 -0.439923 -6.105994
50 H -2.858253 0.601916 -6.865237
51 H -3.964709 2.291623 -5.432648
52 H -2.990216 2.942150 -3.261518
53 N 1.283357 0.463499 8.310390
54 C 0.720815 -0.128420 7.210343
55 C -0.665741 -0.110940 7.022091
56 C -1.228435 -0.679404 5.897173
57 C -0.413434 -1.281884 4.946699
58 C 0.967703 -1.313963 5.123364
59 C 1.530931 -0.742006 6.242070
60 S -1.116325 -1.957844 3.504776
61 O -2.544858 -2.015486 3.675301
62 O -0.387876 -3.133864 3.125293
63 N -0.719755 -0.830656 2.373374
64 C -1.581679 -0.144526 1.715438
65 S -3.347391 -0.110420 1.930926
66 C -3.493998 1.009148 0.621640
67 C -2.290318 1.301441 0.122035
68 N -1.181868 0.692259 0.683082
69 H 0.692741 0.721326 9.079883
70 H 2.240392 0.264166 8.537024
71 H -1.299600 0.346391 7.771586
72 H -2.300113 -0.675448 5.753283
73 H 1.589248 -1.816762 4.393211
74 H 2.603216 -0.778630 6.391269
75 H -4.449814 1.366612 0.278167
76 H -2.097512 1.952928 -0.709701

Forces on the atoms, in the same order (eV/Å):
Mn 0.9 -1.0 0.0
C 0.1 0.0 0.0
N -0.1 0.2 0.0
C 0.0 0.0 -0.1
C 0.0 0.0 -0.1
C 0.1 0.0 -0.1
N 0.0 0.1 0.1
C 0.0 0.0 0.0
C 0.2 0.0 0.1
C 0.0 0.0 0.0
C 0.0 0.0 0.0
C -0.1 0.1 0.0
C -0.1 -0.1 -0.1
C -0.1 0.4 0.1
O 0.1 -0.2 -0.1
C 0.0 0.0 0.1
C 0.0 0.0 0.0
C 0.0 0.0 -0.1
N 0.0 -0.1 0.0
C 0.1 0.0 0.0
C 0.0 -0.1 0.0
C 0.0 0.0 0.0
C 0.0 0.0 0.0
C 0.0 0.0 0.0
C 0.0 0.1 -0.1
C 0.1 0.1 0.2
O -0.2 -0.3 0.5
H 0.0 0.0 0.0
H 0.0 0.0 0.0
H 0.0 0.0 0.0
H 0.0 0.0 0.0
H 0.0 0.0 0.0
H 0.0 0.0 0.0
H 0.0 0.0 0.0
H 0.1 0.0 -0.1
H 0.0 0.0 0.0
H 0.0 0.0 0.0
H 0.0 0.0 0.0
H 0.0 0.0 0.0
H 0.0 0.0 0.0
H 0.0 0.0 0.0
H 0.0 0.0 0.0
H 0.0 0.0 0.0
H 0.0 0.0 0.0
H 0.0 0.0 0.0
H 0.0 0.0 0.0
H 0.0 0.0 0.0
H 0.0 0.0 0.0
H 0.0 0.0 0.0
H 0.0 0.0 0.0
H 0.0 0.0 0.0
H 0.0 0.0 0.0
N 0.0 0.1 -0.1
C 0.0 0.0 0.1
C 0.0 0.0 0.0
C 0.0 0.0 0.0
C 0.1 0.1 0.0
C 0.0 -0.1 0.0
C 0.0 0.0 0.0
S -0.1 -0.1 0.0
O 0.0 0.0 0.0
O 0.0 0.0 0.0
N -0.1 0.0 0.0
C 0.0 0.1 -0.3
S 0.0 -0.1 0.1
C 0.0 -0.4 0.4
C 0.1 0.5 -0.1
N -0.6 0.5 -0.8
H 0.0 0.0 0.0
H 0.0 0.0 0.0
H 0.0 0.0 0.0
H 0.0 0.0 0.0
H 0.0 0.0 0.0
H 0.0 0.0 0.0
H 0.0 0.1 0.1
H -0.4 0.3 0.1

Its LUMO energy (spin up / spin down) is -5.6 / -5.1 eV. The HOMO energy (spin up / spin down) is -10.045 / -9.913 eV. As for the total charge: +1. The multiplicity is 2. As for the frontier orbital gap (spin up / spin down): 4.422 / 4.794 eV.

No. 5
CClFN2O4 in the gas phase in a non-equilibrium geometry, computed with ωB97M-V with the def2-TZVPD basis set.

Atoms and positions in Å:
1 C -0.277469 -0.501662 0.263463
2 N -1.096628 0.669039 -0.334112
3 N 1.276977 -0.284214 -0.013975
4 O -0.577299 1.287577 -1.246617
5 O -2.181139 0.808424 0.118613
6 O 1.731781 0.482459 0.757797
7 O 1.816277 -0.973684 -0.807107
8 F -0.409369 -0.351786 1.704194
9 Cl -0.781056 -2.122525 -0.319431

Forces on the atoms, in the same order (eV/Å):
C -0.8 -0.4 2.3
N 3.6 -1.6 0.8
N -1.4 -0.4 0.9
O 3.1 1.2 -3.5
O -5.8 -0.5 3.1
O 0.9 1.4 0.6
O 0.2 -0.5 -1.1
F 0.1 -0.8 -3.9
Cl 0.2 1.6 0.8

Its LUMO energy (spin up / spin down) is -0.8 / -5.4 eV. The HOMO energy (spin up / spin down) is -8.496 / -11.423 eV. As for the total charge: 0. The multiplicity is 3. As for the frontier orbital gap (spin up / spin down): 7.663 / 6.062 eV.

No. 6
7 unconnected molecules or ions with the total composition C21H41F2N5O11 in a non-equilibrium geometry, computed with ωB97M-V with the def2-TZVPD basis set.

Atoms and positions in Å:
1 O -2.732956 -2.955083 -2.469986
2 C -2.033163 -2.800895 -3.436483
3 O -0.767264 -2.350628 -3.488940
4 C -0.217965 -2.463062 -4.816446
5 C -1.448833 -2.990817 -5.649939
6 F -1.129029 -4.217796 -6.283486
7 O -2.456984 -3.207028 -4.658969
8 H 0.246637 -1.577094 -5.120331
9 H 0.582532 -3.259832 -4.804829
10 H -1.866033 -2.408942 -6.456450
11 O -8.100330 -1.821150 -6.163425
12 C -7.349968 -1.600539 -5.254826
13 O -6.588372 -0.556178 -4.958136
14 C -5.624086 -0.889874 -3.963071
15 C -6.232680 -2.107164 -3.338167
16 F -7.125243 -1.756011 -2.375282
17 O -6.962969 -2.633334 -4.473802
18 H -4.646901 -1.032579 -4.393481
19 H -5.509976 -0.057587 -3.232824
20 H -5.500108 -2.885845 -2.949116
21 C 2.590555 3.088210 6.616716
22 N 2.145178 1.859050 6.013384
23 C 2.080236 0.754440 6.930172
24 C 1.686961 1.800867 4.755087
25 O 1.288323 0.818709 4.177541
26 H 2.506955 3.852027 5.821168
27 H 3.604425 3.123048 6.970127
28 H 2.021766 3.325989 7.471227
29 H 3.055859 0.664840 7.543741
30 H 1.395292 1.034202 7.714931
31 H 1.800571 -0.187821 6.478996
32 H 1.675581 2.836847 4.319903
33 C 2.975303 4.265922 -0.165186
34 N 3.129384 4.012144 1.266198
35 C 3.578953 2.707198 1.707804
36 C 3.101128 5.073138 2.135215
37 O 2.904706 6.238861 1.877183
38 H 3.949306 4.440097 -0.660327
39 H 2.425541 5.188979 -0.283153
40 H 2.376366 3.491499 -0.612527
41 H 3.634059 2.683678 2.835289
42 H 2.908345 1.846220 1.481488
43 H 4.530513 2.464362 1.225190
44 H 3.155924 4.772586 3.152992
45 C 3.596673 -0.799385 -1.757461
46 N 3.703685 -0.617411 -3.226993
47 C 4.628159 0.390604 -3.709181
48 C 2.658196 -1.010146 -4.019951
49 O 2.475958 -0.725311 -5.214607
50 H 2.674384 -1.384951 -1.470024
51 H 3.551229 0.124263 -1.202716
52 H 4.440939 -1.409113 -1.341909
53 H 5.589970 0.179077 -3.250917
54 H 4.735853 0.339256 -4.808199
55 H 4.162834 1.354749 -3.453291
56 H 2.078499 -1.802323 -3.494072
57 C -2.161865 0.150096 -0.861654
58 N -0.794153 -0.172777 -0.789245
59 C 0.125187 0.740182 -1.384157
60 C -0.365192 -1.439221 -0.560531
61 O 0.818428 -1.753970 -0.611703
62 H -2.422805 1.110906 -0.364047
63 H -2.714499 -0.606834 -0.297758
64 H -2.435250 0.184117 -1.917280
65 H 1.146951 0.394040 -1.293767
66 H -0.085869 0.947850 -2.430801
67 H 0.075284 1.768618 -0.907975
68 H -1.159757 -2.116919 -0.131618
69 C -3.055929 -2.489484 4.153242
70 N -1.927638 -1.610053 3.918546
71 C -0.823727 -1.418818 4.878323
72 C -1.853827 -1.060889 2.664881
73 O -2.643791 -1.288485 1.787744
74 H -3.671270 -2.531687 3.238674
75 H -3.745089 -2.011104 4.857750
76 H -2.927943 -3.511880 4.513930
77 H -0.106390 -2.270648 4.821188
78 H -0.346808 -0.488725 4.638295
79 H -1.208537 -1.428206 5.919184
80 H -1.069456 -0.319047 2.622895

Forces on the atoms, in the same order (eV/Å):
O 1.0 0.9 -0.7
C -0.4 -1.2 0.6
O -0.3 0.3 0.1
C -0.9 -2.9 0.1
C 0.6 -1.2 0.4
F -0.3 1.2 1.1
O 0.8 0.4 -1.2
H 0.3 1.5 -0.5
H -1.0 0.7 0.0
H 0.1 0.5 0.0
O 0.3 1.6 0.7
C 0.3 -2.3 -1.4
O -0.1 1.7 -0.5
C -0.1 1.2 1.1
C 0.7 -1.8 -0.9
F 0.0 -0.1 0.2
O 0.5 -0.5 2.4
H 0.2 -0.5 -0.4
H -0.4 -0.5 -0.5
H -1.1 1.0 -0.5
C 0.1 0.7 -1.9
N 0.7 -0.4 0.7
C 1.6 -0.1 1.5
C 0.0 1.3 0.0
O -0.1 -0.4 -0.3
H -0.1 0.0 0.7
H 0.8 -0.6 -0.2
H -1.2 0.5 0.9
H -1.1 -0.1 -1.4
H -0.8 -0.2 0.3
H 0.1 0.0 -0.2
H 0.0 -0.6 -0.2
C 0.5 0.6 0.5
N -0.2 0.5 0.0
C -0.3 -0.7 0.9
C -0.7 -0.2 -1.0
O 0.1 0.0 -0.6
H -0.4 -0.5 0.1
H -0.1 0.3 0.1
H 0.1 -0.5 -0.3
H 0.4 0.2 -1.2
H 0.0 0.9 -0.2
H 0.2 0.0 0.4
H 0.4 -0.7 1.3
C -0.2 -2.0 0.0
N -1.2 -0.2 0.2
C -0.6 -0.1 -0.4
C 0.8 -0.6 -0.8
O 0.2 -0.1 1.9
H 0.9 0.7 -0.6
H 0.1 0.6 -0.1
H -0.4 0.7 -0.6
H 0.1 0.5 0.1
H -0.2 -0.1 0.6
H 0.8 0.1 0.0
H -0.2 0.5 -0.1
C -1.5 0.2 0.4
N 1.3 -0.5 0.0
C 0.5 2.1 0.4
C 0.1 -0.1 1.4
O -0.6 -0.4 -0.2
H 0.5 -0.4 -0.4
H -0.1 0.1 -0.5
H -0.5 0.1 -0.1
H 0.0 -0.2 0.0
H -0.2 -0.3 -0.4
H -0.1 -1.1 -0.2
H 0.6 0.5 -0.7
C -1.5 0.4 0.1
N 0.3 -0.5 -0.4
C -0.9 -1.4 0.1
C 0.0 -0.2 2.1
O -0.5 -0.1 -1.1
H 0.6 -0.1 0.2
H 0.2 0.0 0.3
H 0.9 0.1 -0.1
H -0.3 0.6 -0.1
H 0.4 0.3 0.1
H 0.0 0.3 -0.6
H 0.7 0.4 -0.4

Its LUMO energy is 0.3 eV. The HOMO energy is -9.271 eV. As for the total charge: 0. The SMILES is O=C1OC[C@@H](F)O1.O=C1OC[C@@H](F)O1.CN(C)C=O.CN(C)C=O.CN(C)C=O.CN(C)C=O.CN(C)C=O. As for the frontier orbital gap: 9.528 eV.

What is the formula in the first record? C12H16N2O5S

What is the total charge in the fifth record? 0